The following is a quantum chemistry calculation of a cluster of 12 separate species, C77H154F24N12O16S8 in total in a non-equilibrium geometry, from the Open Molecules 2025 dataset.

Geometry as XYZ:
```
291
Properties=species:S:1:pos:R:3:forces:R:3:mulliken_charge:R:1
C 15.1837 12.6399 15.5443 -0.509 0.498 0.467 -1.24
C 15.3627 13.4378 14.2637 0.441 -0.137 -0.126 -0.17
C 14.0083 13.6698 13.5760 0.638 0.042 -0.524 0.00
C 14.1333 14.3733 12.2064 -1.503 -1.040 -0.539 -0.98
N 12.7817 15.1163 11.7687 1.709 1.711 0.643 0.40
C 11.4060 14.3953 11.9134 0.789 0.140 -0.870 -0.39
C 10.7769 14.3932 10.4808 0.888 0.299 0.720 -0.61
C 11.3526 15.6301 9.7497 1.040 -0.580 1.405 -0.64
C 12.8737 15.6230 10.2558 -1.382 -0.967 0.838 -0.47
C 12.7426 16.3732 12.6862 -0.318 -0.549 -1.683 -1.82
H 16.1410 12.4492 16.0295 -0.097 -0.340 -0.075 0.37
H 14.6126 11.7279 15.3707 0.467 -0.308 -0.219 0.56
H 14.5514 13.1587 16.2648 0.009 0.416 0.177 -0.05
H 16.1801 12.9336 13.7482 -0.517 -0.286 -0.925 0.40
H 15.8064 14.4239 14.4008 -0.092 0.172 0.555 0.04
H 13.4933 14.2607 14.3334 -0.453 0.203 -0.308 -0.10
H 13.4604 12.7382 13.4343 0.029 -0.064 0.152 0.48
H 14.3330 13.6458 11.4196 -0.426 -0.419 0.079 0.53
H 15.0458 14.9628 12.1173 -0.652 1.117 0.278 0.45
H 10.8232 14.9987 12.6093 0.047 0.004 -0.136 0.23
H 11.5580 13.4186 12.3727 0.019 0.007 -0.286 0.38
H 9.6920 14.3969 10.5866 0.094 -0.085 -0.283 0.38
H 11.1279 13.5399 9.9005 -0.317 -0.318 0.292 0.31
H 10.8424 16.5373 10.0736 0.187 0.114 -0.078 0.30
H 11.2016 15.4987 8.6782 0.470 0.229 0.055 0.42
H 13.3946 16.5801 10.2288 -0.139 -0.108 0.118 0.26
H 13.4957 14.8388 9.8241 -0.261 0.197 -0.555 0.45
H 11.9347 16.9476 12.2329 -0.277 0.139 0.821 0.60
H 13.6205 17.0005 12.5319 0.170 -0.542 0.072 0.60
H 12.6269 16.0696 13.7267 -0.237 0.227 -0.350 0.27
C 19.3635 19.9578 20.8735 0.596 0.368 0.258 -0.84
C 19.0714 19.9824 19.3828 -0.390 0.439 0.201 1.38
C 17.7615 19.2520 18.9912 -0.513 -0.282 0.674 1.55
C 17.9181 17.7185 18.9438 -0.525 1.620 -0.086 0.16
N 16.5537 17.0524 18.7055 -0.325 -1.531 0.019 0.88
C 16.7723 15.5109 18.5882 -0.519 0.225 0.369 0.44
C 17.2853 15.2099 17.1753 -0.210 1.940 0.331 1.30
C 16.7871 16.4498 16.3618 -1.282 1.017 0.131 -0.47
C 15.9267 17.2798 17.3632 0.183 -0.576 -0.405 0.15
C 15.4872 17.2400 19.8580 2.658 0.255 -0.084 0.06
H 20.2575 20.4969 21.1870 0.355 0.515 -0.712 0.33
H 19.6666 18.9646 21.2050 -1.029 -0.302 0.396 0.15
H 18.6000 20.5087 21.4227 -0.406 -0.881 0.365 -0.20
H 19.9721 19.6370 18.8754 -0.315 -0.301 -0.581 -0.42
H 18.9346 21.0219 19.0847 0.109 0.074 -0.115 -0.49
H 17.3237 19.6162 18.0618 0.789 -0.211 -0.694 -0.92
H 16.8987 19.5102 19.6051 0.486 0.213 0.979 -0.64
H 18.3638 17.2587 19.8259 -0.305 0.229 0.196 -0.28
H 18.6625 17.6894 18.1482 -0.471 -1.427 -0.604 -0.07
H 15.7985 15.0494 18.7518 -0.193 0.230 -0.102 -0.49
H 17.3812 15.1260 19.4063 0.272 0.474 0.025 -0.03
H 16.8222 14.2937 16.8090 0.630 -0.006 0.022 -0.88
H 18.3716 15.2638 17.2456 0.034 -0.653 -0.583 -0.09
H 16.0764 16.2522 15.5593 0.097 -0.555 -0.047 -0.03
H 17.5124 17.0968 15.8685 0.597 -0.355 0.401 0.25
H 14.9491 16.8084 17.4644 0.068 -0.016 -0.080 -0.72
H 15.6904 18.3108 17.0998 0.567 -0.051 0.342 0.47
H 16.0697 16.8610 20.6977 -0.659 -0.427 0.370 0.30
H 14.5898 16.6750 19.6057 0.261 0.187 -0.002 -0.23
H 15.3293 18.2875 20.1146 -0.297 -0.093 -0.696 0.16
C 24.3315 19.6670 21.5942 -0.677 0.601 1.569 -1.25
C 23.1367 18.9590 22.3074 0.779 -0.305 -0.059 0.10
C 23.2622 17.4519 22.1607 -0.071 -1.118 0.557 1.58
C 24.4785 16.8390 22.9394 0.765 -0.422 -1.066 -1.33
N 24.7019 15.2830 22.8272 -0.255 -0.130 -1.268 0.31
C 26.0466 14.7984 23.3895 -1.428 0.819 0.274 -0.54
C 26.4235 13.5836 22.5593 -0.405 -0.855 -0.424 -0.84
C 25.5994 13.6017 21.1947 1.011 -0.350 1.554 -0.36
C 24.7814 14.8449 21.3242 -0.850 1.192 0.189 0.15
C 23.5509 14.5612 23.5721 0.802 1.259 -0.025 -0.68
H 24.7600 19.1001 20.7678 -0.322 0.203 -0.240 0.22
H 25.1268 19.8865 22.3065 0.230 -0.418 0.103 0.45
H 23.9905 20.6772 21.3674 0.136 -0.191 -0.734 0.35
H 22.1898 19.2198 21.8348 0.040 0.162 0.027 -0.45
H 23.0719 19.2182 23.3641 0.030 0.330 -0.039 0.75
H 23.2166 17.3376 21.0777 0.880 -0.729 -0.042 -0.47
H 22.3674 16.9203 22.4845 -0.226 0.247 0.328 -0.81
H 24.5368 17.0906 23.9983 -0.755 -0.200 0.141 0.50
H 25.4231 17.2550 22.5889 0.014 -0.048 -0.467 0.50
H 25.7871 14.6844 24.4420 0.710 -0.519 0.082 0.47
H 26.7555 15.6230 23.3149 -0.009 -0.092 -0.190 0.50
H 26.1879 12.6202 23.0116 0.330 0.251 0.501 0.31
H 27.4888 13.6351 22.3346 -0.113 -0.245 0.161 0.35
H 24.9814 12.7206 21.0221 0.209 -0.093 0.346 0.08
H 26.4125 13.5985 20.4688 -0.732 0.442 -0.616 0.41
H 23.7259 14.8040 21.0552 0.231 -0.206 -0.479 -0.12
H 25.2743 15.6071 20.7208 -0.265 0.553 0.486 0.09
H 23.7584 13.5327 23.8672 0.304 0.002 -0.608 0.49
H 22.6272 14.6750 23.0047 0.143 -0.094 0.085 -0.13
H 23.5022 15.1344 24.4979 -0.426 -0.141 0.036 0.37
C 18.0553 22.9271 16.8874 0.992 -0.047 1.280 -1.06
C 16.6653 22.4719 16.6463 -2.167 0.044 -2.097 0.79
C 15.4531 23.4477 16.9908 0.034 -0.565 1.361 -0.69
C 14.2911 22.6867 17.7074 -0.569 0.219 -0.474 0.56
N 12.9363 23.4555 17.9320 0.733 -0.331 0.311 0.49
C 11.8966 22.5458 18.7005 0.063 0.715 -0.472 0.09
C 10.5478 23.1607 18.3088 -0.099 0.768 0.397 -0.63
C 10.7355 23.8121 16.9404 0.210 -0.601 -0.820 -0.83
C 12.1956 23.6000 16.5888 0.354 1.154 0.089 -0.31
C 13.2034 24.8452 18.6728 -0.510 -2.050 -1.003 -0.76
H 18.1820 22.8114 17.9638 0.446 0.532 0.264 -0.36
H 18.3582 23.9287 16.5822 -0.430 0.057 -0.063 0.40
H 18.8002 22.2381 16.4895 -0.161 -0.121 -0.334 0.36
H 16.5540 21.4493 17.0066 -0.326 0.192 0.797 -0.65
H 16.5345 22.2675 15.5836 0.053 0.185 -0.323 0.33
H 15.0440 23.9784 16.1312 0.253 -0.290 -0.303 0.46
H 15.8281 24.2310 17.6495 0.098 0.096 0.194 -0.08
H 14.5820 22.2570 18.6660 0.039 0.287 0.074 -0.03
H 13.9971 21.8616 17.0588 -0.055 -0.149 0.066 -0.13
H 12.0322 22.5483 19.7821 0.503 0.189 -0.108 0.07
H 12.0303 21.5361 18.3124 0.123 0.043 -0.126 0.27
H 10.3005 23.9584 19.0092 -0.060 -0.231 0.191 -0.01
H 9.7050 22.4696 18.3243 0.322 -0.187 0.059 0.62
H 10.5040 24.8746 16.8651 -0.323 -0.162 0.348 0.36
H 10.1761 23.2693 16.1785 -0.264 0.296 0.020 0.36
H 12.5668 24.4587 16.0294 0.365 0.020 0.217 0.52
H 12.3209 22.7407 15.9301 0.407 -0.376 0.640 0.10
H 13.7144 24.6426 19.6140 -0.024 -0.301 -0.147 -0.10
H 12.2343 25.2846 18.9095 0.234 0.147 -0.412 0.55
H 13.8443 25.4068 17.9932 -0.365 0.196 0.117 0.32
C 12.7485 17.9175 22.4564 0.498 0.172 -0.243 -0.89
C 12.0182 17.1179 21.3740 0.582 0.188 1.289 -0.11
C 12.1222 15.6394 21.7668 -0.747 -0.106 -0.294 0.07
C 11.4932 14.7840 20.7010 -0.282 -1.821 -1.245 -0.56
N 11.6551 13.1706 20.7726 0.133 1.529 0.723 0.25
C 13.0969 12.7929 20.5896 0.580 0.350 0.396 0.15
C 13.4073 12.6908 19.1013 -0.851 0.165 -0.703 0.70
C 12.0057 12.7843 18.3798 0.866 -0.103 0.333 -0.43
C 11.0297 12.5184 19.5294 0.141 -0.345 -0.040 -0.78
C 11.1042 12.7062 22.2082 0.889 0.658 -2.202 -0.85
H 12.5955 18.9860 22.3043 -0.287 -0.162 0.492 0.16
H 13.8127 17.7656 22.2762 0.241 -0.070 0.260 -0.09
H 12.5668 17.5923 23.4807 -0.325 0.250 -0.047 0.45
H 12.6474 17.3539 20.5157 -0.844 -0.235 -0.763 -0.15
H 10.9832 17.4574 21.3321 0.043 -0.097 -0.589 0.50
H 11.5017 15.4963 22.6514 0.547 0.083 0.446 0.70
H 13.1821 15.4547 21.9415 -0.034 -0.446 0.209 -0.28
H 11.8558 15.0431 19.7062 0.204 -0.109 0.010 -0.34
H 10.4089 14.8806 20.6457 -0.022 0.255 0.241 0.62
H 13.1677 11.8509 21.1333 0.490 -0.047 -0.272 0.52
H 13.8167 13.5104 20.9835 -0.542 0.060 0.814 -0.63
H 13.9829 11.7755 18.9632 -0.523 -0.296 -0.429 0.62
H 14.0486 13.4518 18.6565 0.049 0.404 0.638 -1.08
H 12.0484 12.0840 17.5457 -0.785 -0.397 0.333 0.72
H 11.7773 13.7377 17.9034 0.477 0.134 0.296 -0.24
H 11.0612 11.4382 19.6722 -0.407 0.013 0.523 0.35
H 10.0105 12.8695 19.3675 0.108 -0.027 0.174 0.46
H 10.0866 13.0933 22.2592 0.104 -0.300 0.169 0.34
H 11.7668 13.1760 22.9352 -0.164 -0.001 -0.074 0.34
H 11.1997 11.6221 22.2697 -0.273 0.124 -0.111 0.39
C 22.9354 21.9637 19.1852 -0.540 1.365 -0.800 -1.63
C 23.7827 21.9604 17.8972 0.004 -0.590 0.269 0.47
C 25.2278 21.7999 18.3001 1.372 -0.101 -1.765 -0.92
N 26.1351 21.2883 17.1207 0.117 -1.738 0.588 0.43
C 25.9539 22.1903 15.8360 1.068 -1.358 2.439 -0.94
C 25.8976 19.7712 16.8621 -0.036 0.826 -0.682 0.57
C 27.2142 19.2168 16.2128 -1.287 0.355 0.388 -0.62
C 28.2936 20.1922 16.6518 1.056 0.028 -1.114 -0.67
C 27.6693 21.1664 17.5511 -1.855 0.688 1.703 -0.59
H 22.4829 20.9950 19.3969 0.124 0.070 -0.034 0.30
H 22.1656 22.7025 18.9623 -0.545 -0.305 0.348 0.41
H 23.4323 22.3730 20.0648 0.283 -0.183 -0.049 0.43
H 23.6969 22.8353 17.2528 -0.298 0.361 0.539 0.67
H 23.3629 21.1711 17.2736 0.418 -0.404 0.025 -0.35
H 25.3510 21.1544 19.1697 0.215 -0.227 -0.285 0.18
H 25.6798 22.7691 18.5112 -0.168 0.081 0.348 0.39
H 26.5281 21.6502 15.0833 -0.084 0.565 -0.208 0.44
H 26.4421 23.0623 16.2711 -0.150 0.519 -1.123 0.33
H 24.9055 22.3231 15.5689 0.365 -0.121 0.203 0.33
H 24.9539 19.6266 16.3363 0.274 0.083 -0.327 -0.12
H 25.7422 19.3068 17.8359 0.264 0.258 0.098 -0.43
H 27.2513 19.1166 15.1280 -0.577 -0.189 0.135 0.36
H 27.3231 18.2485 16.7012 0.368 -0.099 -0.464 0.39
H 28.7310 20.8232 15.8782 0.151 -0.828 -0.673 0.28
H 29.0761 19.5890 17.1121 0.254 0.634 0.181 0.41
H 28.1258 22.1514 17.6487 -0.127 -0.033 -0.270 0.49
H 27.6738 20.6919 18.5324 -0.609 0.464 0.369 0.29
C 15.9382 27.1877 25.3377 0.600 0.282 -0.031 -1.37
C 16.6858 27.2885 23.9589 -1.899 -0.216 0.837 -0.46
C 16.2968 26.0779 23.0864 0.845 0.662 -0.721 -0.28
N 16.7115 26.2082 21.6182 0.680 0.001 -0.527 0.42
C 16.0803 27.5595 21.0294 1.065 -2.231 -0.288 -0.99
C 16.2811 24.8839 20.9011 -0.096 0.994 -0.853 1.20
C 17.4538 23.9030 20.8389 -0.083 0.688 1.533 1.60
C 18.5817 24.6727 21.4848 1.443 0.704 0.777 -0.85
C 18.2466 26.1420 21.3742 -0.930 0.136 -0.664 -0.72
H 16.3712 26.4703 26.0348 0.018 -0.263 -0.287 0.36
H 14.8699 26.9897 25.2507 0.100 -0.131 -0.265 0.31
H 16.0408 28.1481 25.8429 -0.028 0.077 -0.066 0.44
H 17.7400 27.4892 24.1498 0.109 -0.498 -0.310 0.30
H 16.2594 28.1964 23.5323 0.163 0.002 -0.252 0.35
H 15.2320 25.9563 22.8877 -0.166 0.041 1.229 -0.09
H 16.7290 25.1443 23.4466 -0.233 -0.048 0.085 0.48
H 16.6171 28.3954 21.4781 -0.205 -0.209 -0.148 0.40
H 14.9985 27.6002 21.1561 0.190 -0.188 0.541 0.25
H 16.2652 27.4690 19.9590 0.181 0.330 0.037 0.45
H 16.1041 25.2522 19.8907 -0.585 -0.282 -0.047 -0.14
H 15.4235 24.3975 21.3660 -0.267 0.648 0.042 -1.13
H 17.7448 23.6625 19.8164 -0.391 -0.297 0.176 -0.91
H 17.2687 23.0587 21.5030 -0.217 -0.330 -0.671 -0.35
H 19.4853 24.4311 20.9252 0.312 0.341 0.341 0.37
H 18.7836 24.5235 22.5455 -0.233 -0.908 -0.049 0.45
H 18.4530 26.3524 20.3248 -0.443 0.871 -0.022 0.41
H 18.7597 26.8450 22.0304 -0.063 -0.189 -0.051 0.42
C 23.8384 12.8438 17.5302 0.786 1.526 0.464 -1.15
C 22.4982 12.4076 17.9437 -2.835 -2.465 0.678 -0.38
C 22.1284 12.4074 19.4582 -0.547 0.826 -0.281 -0.23
N 20.6244 12.1687 19.7850 0.023 -1.822 1.109 0.80
C 19.7173 13.3300 19.3325 1.352 -1.674 0.029 -1.32
C 20.4147 12.0434 21.3627 1.017 0.408 -1.490 -0.09
C 19.2296 11.1150 21.5999 -0.228 0.759 0.437 0.08
C 18.8818 10.5430 20.2463 0.206 -1.004 -0.609 -0.79
C 20.1231 10.7299 19.3731 -1.055 2.004 0.296 -0.60
H 23.9819 12.9386 16.4539 -0.302 -0.227 0.075 0.39
H 24.6609 12.2594 17.9426 -0.106 -0.039 0.102 0.39
H 23.8536 13.8615 17.9200 0.898 0.324 -0.107 -0.01
H 22.3397 11.3649 17.6684 0.045 -0.295 -0.288 0.35
H 21.6779 12.9082 17.4292 0.345 0.532 -0.225 0.18
H 22.3098 13.3939 19.8850 0.165 0.120 0.131 -0.23
H 22.7008 11.6739 20.0260 -0.154 -0.111 -0.042 0.65
H 20.2010 14.2004 19.7756 -0.314 0.238 -0.551 0.09
H 18.7219 13.2010 19.7576 0.151 -0.116 -0.022 0.40
H 19.7234 13.2333 18.2468 -0.219 0.707 0.067 0.51
H 20.4034 13.0959 21.6459 -0.329 -0.285 0.689 -0.25
H 21.2836 11.5122 21.7512 0.319 0.476 -0.168 0.50
H 18.3629 11.6472 21.9920 0.221 -0.058 0.255 -0.49
H 19.5731 10.3750 22.3228 -0.375 -0.079 -0.068 0.52
H 17.9593 10.9836 19.8681 0.236 0.156 -0.313 0.16
H 18.7200 9.4651 20.2396 -0.276 -0.020 0.338 0.52
H 19.8465 10.7168 18.3189 0.626 -0.163 -0.027 0.46
H 20.8586 9.9984 19.7079 0.313 0.278 -0.491 0.45
C 19.7543 16.1540 24.3106 -1.207 -2.490 -0.459 0.37
F 20.3848 17.2921 24.0857 -0.086 -0.219 0.351 -0.15
F 20.6312 15.1221 24.5020 0.170 0.939 -0.444 -0.25
F 18.9885 16.1466 25.3851 0.467 0.991 -0.779 -0.18
S 18.7614 15.6677 22.6587 1.673 -0.671 1.657 0.57
O 17.9266 16.8030 22.4038 -0.106 -0.338 0.053 -0.47
O 19.8019 15.4409 21.6784 0.094 -0.572 0.144 -0.08
N 18.0521 14.1040 23.1002 6.850 1.893 -3.470 -0.31
S 16.6992 14.5097 23.4697 -8.480 0.458 6.448 0.89
O 16.6252 15.0009 24.8850 -0.229 -1.335 -3.465 -0.69
O 15.8938 15.2161 22.5159 -0.529 0.254 -1.031 -0.46
C 15.7326 12.7990 23.4046 0.594 0.079 2.164 0.51
F 16.0887 12.0018 24.4227 1.668 -0.469 -0.766 -0.27
F 14.4372 12.9124 23.7043 -0.735 1.225 -1.562 -0.26
F 15.8863 12.1835 22.2005 -0.136 0.244 0.648 -0.14
C 23.5308 17.0899 17.8792 -1.764 -0.331 -1.841 0.15
F 24.6987 16.6519 17.4330 0.326 0.799 0.281 -0.24
F 23.1595 16.3258 18.8827 -0.036 -0.643 1.206 -0.09
F 23.5186 18.3563 18.2915 0.702 -0.292 -0.122 0.13
S 22.1947 16.8108 16.5344 0.957 -2.384 -2.258 0.71
O 22.4222 15.4094 15.9971 -0.311 4.046 1.672 -0.63
O 20.9219 17.0231 17.2335 1.681 -0.072 -0.843 -0.20
N 22.7863 17.9992 15.3503 -0.437 -3.050 2.171 -0.59
S 21.6326 19.0338 15.2936 -1.676 1.784 2.478 0.95
O 20.4068 18.5679 14.7382 -0.330 0.016 -1.354 -0.57
O 21.4231 19.7054 16.5761 0.583 0.431 -0.526 -0.38
C 22.3913 20.3834 14.2948 0.245 1.335 -1.230 0.37
F 21.6747 21.5404 14.4556 0.685 -1.499 -0.078 -0.23
F 23.6660 20.6602 14.7253 -1.057 -0.402 -0.354 -0.19
F 22.4436 20.1067 12.9810 0.014 0.125 1.116 -0.19
C 15.7265 19.4098 14.0993 -1.944 -0.753 -0.078 0.56
F 16.1167 20.3503 13.2849 0.049 0.242 0.001 -0.20
F 16.0364 18.2100 13.5878 0.409 0.298 0.412 -0.19
F 16.2565 19.5871 15.3091 0.022 -0.224 -0.471 -0.08
S 13.7693 19.3832 14.2250 -1.263 1.264 -1.518 0.38
O 13.3167 20.6277 14.8652 1.788 -1.723 -0.205 -0.21
O 13.2321 19.2909 12.8348 1.725 -1.053 3.009 -0.65
N 13.6419 17.8898 15.2608 1.272 2.176 -3.224 0.17
S 12.6127 18.3234 16.3135 -3.806 1.681 1.954 -0.09
O 13.1452 18.9184 17.5132 0.844 -0.654 0.718 0.03
O 11.4779 19.1113 15.8195 0.688 -2.136 0.227 -0.61
C 11.8964 16.6136 16.9199 0.317 2.051 -0.046 0.23
F 11.3019 15.9624 15.9600 -0.657 -0.531 -1.117 -0.25
F 12.8165 15.7778 17.4226 0.573 0.020 0.466 0.34
F 11.0013 16.9043 17.8643 0.268 -0.238 0.060 -0.22
C 14.6820 20.8925 21.4905 -0.312 -0.211 1.640 -0.13
F 15.6326 21.4159 20.7251 -0.387 0.792 -1.132 0.35
F 13.6812 20.3429 20.7814 0.654 0.785 -0.202 0.12
F 15.3201 19.9071 22.1226 -0.301 -0.430 0.355 -0.05
S 14.1036 22.0822 22.8965 -1.136 -1.848 1.541 0.61
O 13.3061 21.1921 23.8077 1.541 2.449 -3.074 -0.54
O 15.3573 22.5258 23.4788 -0.524 0.194 -1.232 -0.64
N 13.2703 23.2873 21.9763 1.658 -2.771 0.766 0.00
S 12.4807 24.0997 23.0762 -1.081 0.748 3.406 0.86
O 11.3283 23.4155 23.6730 1.671 1.398 -1.631 -0.61
O 13.4226 24.7093 24.0388 -1.434 -0.205 -1.646 -0.61
C 11.7901 25.4887 21.9744 -1.696 -0.530 2.540 0.51
F 11.1278 24.9559 20.9408 0.420 0.570 0.028 -0.22
F 10.8331 26.0726 22.8170 2.068 -0.303 -1.953 -0.22
F 12.7162 26.3671 21.5540 -0.811 -0.358 0.160 -0.17
```
Forces are in eV/Å.

Results
Net charge ... +4
Frontier orbital gap ... 8.552 eV
Largest force on an atom ... 10.663 eV/Å
Total energy ... -284844.6508 eV
Spin multiplicity ... 1